Computed, not measured: a 2-piece molecular cluster, C5H14S overall in a non-equilibrium geometry, with ωB97M-V with the def2-TZVPD basis set.

Positions of all 20 atoms, in Å:
1 C 0.13 -2.05 1.21
2 S 1.52 -1.03 0.81
3 C 2.15 -0.76 2.42
4 H -0.54 -1.51 1.93
5 H 0.46 -2.98 1.42
6 H -0.52 -2.36 0.41
7 H 2.86 0.05 2.44
8 H 1.35 -0.47 3.11
9 H 2.62 -1.75 2.69
10 C -1.57 1.93 -0.62
11 C -1.23 0.72 -1.44
12 C -0.13 0.91 -2.51
13 H -0.67 2.07 0.15
14 H -2.48 1.69 0.02
15 H -1.67 2.99 -1.01
16 H -1.99 0.23 -2.06
17 H -0.95 -0.25 -0.86
18 H 0.18 -0.21 -2.65
19 H -0.38 1.57 -3.32
20 H 0.82 1.21 -2.13

The calculation puts the total energy at -596.69982 Ha. Its lowest unoccupied orbital energy (alpha / beta) is -3.36 / -8.53 eV. Its net charge is +1. The calculation puts the relative energy (zero: lowest compared OMol25 entry of this formula, charge and spin) at 1.5398 eV. The multiplicity is 2. The expectation value of S² is 0.753.

Atom charges from the Mulliken analysis, given in e for atoms 1 to 8:
1 C -0.984
2 S 0.479
3 C -0.810
4 H 0.418
5 H 0.450
6 H 0.367
7 H 0.361
8 H 0.329

***

Computed, not measured: a 2-piece molecular cluster, C5H11O2 overall in a non-equilibrium geometry, with ωB97M-V with the def2-TZVPD basis set.

Positions of all 18 atoms, in Å:
1 C 2.09 -1.63 0.63
2 C 1.07 -1.91 -0.48
3 C 2.07 -0.18 1.11
4 O 1.02 0.17 1.71
5 O 3.07 0.53 0.85
6 H 1.88 -2.28 1.49
7 H 3.09 -1.92 0.31
8 H 1.53 -1.87 -1.46
9 H 0.29 -1.15 -0.51
10 H 0.49 -2.81 -0.26
11 C -1.76 2.35 -0.57
12 C -2.42 0.99 -0.32
13 H -0.69 2.22 -0.73
14 H -2.20 2.80 -1.45
15 H -1.80 2.95 0.34
16 H -2.33 0.68 0.72
17 H -1.92 0.19 -0.88
18 H -3.49 0.88 -0.49

The calculation puts the total energy at -347.63300 Ha. Its lowest unoccupied orbital energy is 3.82 eV. Its net charge is -1. The calculation puts the relative energy (zero: lowest compared OMol25 entry of this formula, charge and spin) at 0.4534 eV.

Atom charges from the Mulliken analysis, given in e for atoms 1 to 8:
1 C -0.285
2 C -0.578
3 C 0.421
4 O -0.734
5 O -0.753
6 H 0.221
7 H 0.258
8 H 0.295

***

Computed, not measured: C9H18F3I2LuO3P2 as an isolated structure in a non-equilibrium geometry, with ωB97M-V with the def2-TZVPD basis set.

Positions of all 38 atoms, in Å:
1 I 2.76 -0.23 -1.81
2 I 1.66 2.09 -2.68
3 Lu -0.50 0.21 -0.05
4 P 1.88 1.69 1.10
5 C 2.43 0.94 2.68
6 C 3.50 2.36 0.51
7 H 3.90 3.04 1.27
8 H 2.01 3.82 2.25
9 H 3.36 2.91 -0.42
10 H 0.77 3.84 0.94
11 H 2.97 0.01 2.43
12 H 4.20 1.53 0.34
13 C 1.19 3.25 1.78
14 H 3.10 1.64 3.18
15 H 0.42 3.00 2.51
16 H 1.55 0.72 3.31
17 P -1.32 -1.25 -2.26
18 C -2.00 -2.94 -2.10
19 C -2.74 -0.40 -3.07
20 H 0.23 -0.52 -3.99
21 H -0.83 -1.82 -4.61
22 H 0.54 -2.20 -3.52
23 C -0.25 -1.48 -3.74
24 H -2.47 0.64 -3.28
25 H -3.02 -0.90 -4.01
26 H -2.65 -3.21 -2.95
27 H -2.58 -3.01 -1.18
28 H -3.61 -0.41 -2.39
29 H -1.18 -3.67 -2.05
30 C -0.13 -1.93 0.45
31 O 0.01 -3.04 0.77
32 F -1.92 -2.19 3.65
33 C -2.31 -1.10 2.98
34 F -2.76 -1.51 1.73
35 F -3.41 -0.56 3.59
36 C -1.17 -0.05 2.93
37 O -0.44 0.10 3.90
38 O -1.17 0.63 1.81

The calculation puts the total energy at -3392.17493 Ha. Its lowest unoccupied orbital energy is -8.81 eV. Its net charge is +2. The calculation puts the relative energy (zero: lowest compared OMol25 entry of this formula, charge and spin) at 0.0000 eV.

Atom charges from the Mulliken analysis, given in e for atoms 1 to 8:
1 I 0.108
2 I 0.101
3 Lu 0.961
4 P 0.693
5 C -1.152
6 C -1.216
7 H 0.433
8 H 0.435

***

Computed, not measured: one molecule with the formula C9H10N2OS in a non-equilibrium geometry, with ωB97M-V with the def2-TZVPD basis set.

Positions of all 23 atoms, in Å:
1 C -0.68 -0.86 2.12
2 C -0.19 0.45 1.80
3 C -0.29 1.19 -0.63
4 C 0.20 2.27 -1.41
5 C 0.86 2.05 -2.65
6 C 1.07 0.77 -3.01
7 C 0.55 -0.25 -2.22
8 C -0.23 -0.06 -1.12
9 C -0.61 -1.71 0.91
10 H -0.47 -2.42 3.28
11 H 0.68 -1.20 3.50
12 H -1.78 -0.71 2.27
13 H 0.84 0.44 1.32
14 H 0.01 0.96 2.88
15 H 0.05 3.19 -1.10
16 H 1.28 2.81 -3.33
17 H 1.40 0.54 -4.06
18 H 0.88 -1.31 -2.54
19 H -0.68 -2.09 -0.99
20 N -0.36 -1.46 3.44
21 N -0.69 -1.15 -0.45
22 O -0.48 -2.92 1.21
23 S -1.35 1.47 0.77

The calculation puts the total energy at -931.81527 Ha. Its lowest unoccupied orbital energy is 0.53 eV. Its net charge is 0. The calculation puts the relative energy (zero: lowest compared OMol25 entry of this formula, charge and spin) at 2.2670 eV. Its SMILES is N[C@H]1CSc2ccccc2NC1=O.

Atom charges from the Mulliken analysis, given in e for atoms 1 to 8:
1 C 0.404
2 C -0.995
3 C -0.009
4 C -0.713
5 C -0.437
6 C -0.567
7 C -0.435
8 C 0.927